A cluster of 2 separate species, C3H7NO2 in total at a distorted geometry. Source: the OMol25 dataset; level of theory: ωB97M-V with the def2-TZVPD basis set.

Each line ends with the natural charge from an NBO analysis.
Cartesian coordinates (Å):
O -2.592 -1.013 1.339  -0.727
O -1.547 -1.149 -0.638  -0.545
N 1.740 1.331 0.891  -0.875
C 1.532 0.074 -1.221  -0.424
C 0.990 0.669 -0.164  0.001
C -2.485 -0.810 0.013  0.648
H -3.397 -0.399 -0.426  0.116
H 2.464 -0.455 -1.064  0.186
H 1.064 -0.090 -2.182  0.208
H 2.369 0.694 1.368  0.361
H 2.278 2.082 0.481  0.368
H -2.358 -1.873 1.699  0.510
H -0.058 0.936 -0.098  0.174

**SMILES**: C=CN.O=CO
**E_HOMO**: -0.3344 Ha
**LUMO level**: 0.028 Eh
**E**: -8807.820 eV
**Frontier orbital gap**: 9.9 eV

---

The molecule C3H7NO2 at a distorted geometry. Source: the OMol25 dataset; level of theory: ωB97M-V with the def2-TZVPD basis set.

Each line ends with the natural charge from an NBO analysis.
Cartesian coordinates (Å):
O 2.347 1.783 -0.641  -0.195
O 0.201 1.958 -1.208  -0.677
N -0.475 -0.354 -0.298  -0.640
C 0.813 0.117 0.186  -0.252
C 1.225 1.368 -0.599  0.351
C -1.218 -1.154 0.658  -0.409
H 1.624 -0.622 0.142  0.188
H -0.683 -2.055 0.984  0.174
H 0.704 0.426 1.230  0.177
H -0.601 1.415 -1.041  0.506
H -1.431 -0.543 1.535  0.200
H -0.344 -0.887 -1.154  0.369
H -2.162 -1.453 0.206  0.207

**Multiplicity**: 3
**E_HOMO (alpha / beta)**: -0.1693 / -0.3662 Ha
**LUMO level (alpha / beta)**: 0.031 / -0.101 Eh
**E**: -8804.279 eV
**Frontier orbital gap (alpha / beta)**: 5.4 / 7.2 eV

---

A cluster of 2 separate species, C3H7NO2 in total at a distorted geometry. Source: the OMol25 dataset; level of theory: ωB97M-V with the def2-TZVPD basis set.

Each line ends with the natural charge from an NBO analysis.
Cartesian coordinates (Å):
O 0.436 2.140 0.152  -0.630
O 2.070 1.169 -1.078  -0.630
N 0.254 -0.400 0.071  -0.592
C -1.474 -2.067 0.859  -0.113
C -1.049 -0.924 0.297  0.078
C 1.312 2.150 -0.823  0.640
H -1.697 -0.365 -0.308  0.223
H 1.363 3.164 -1.261  0.174
H -0.808 -2.688 1.365  0.220
H 0.594 1.367 0.660  0.490
H 0.938 -1.016 0.339  0.403
H -2.494 -2.424 0.635  0.260
H 0.555 -0.107 -0.908  0.477

**Multiplicity**: 2
**E_HOMO (alpha / beta)**: -0.5518 / -0.5500 Ha
**Charge**: +1
**LUMO level (alpha / beta)**: -0.169 / -0.322 Eh
**E**: -8799.467 eV
**Frontier orbital gap (alpha / beta)**: 10.4 / 6.2 eV

---

A cluster of 3 separate species, C3H7NO2S in total at a distorted geometry. Source: the OMol25 dataset; level of theory: ωB97M-V with the def2-TZVPD basis set.

Each line ends with the natural charge from an NBO analysis.
Cartesian coordinates (Å):
S 2.352 -1.835 0.428  -0.192
O -2.157 1.906 -0.059  -0.753
O -2.345 -0.269 0.050  -0.783
N 0.173 1.204 -0.742  -0.583
C 1.247 0.629 0.342  -0.351
C 0.602 -0.147 -0.832  -0.246
C -2.853 0.893 0.146  0.620
H -0.071 -1.019 -0.614  0.213
H -0.834 1.376 -0.399  0.422
H 2.318 0.577 0.213  0.191
H 1.271 -0.350 -1.672  0.165
H 0.923 0.406 1.370  0.204
H -3.850 1.011 0.653  0.039
H 3.437 -2.412 0.915  0.053

**Multiplicity**: 2
**E_HOMO (alpha / beta)**: -0.1675 / -0.1609 Ha
**Charge**: -1
**LUMO level (alpha / beta)**: 0.114 / 0.033 Eh
**E**: -19642.267 eV
**Frontier orbital gap (alpha / beta)**: 7.7 / 5.3 eV

---

The molecule C3H7NO2S at a distorted geometry. Source: the OMol25 dataset; level of theory: ωB97M-V with the def2-TZVPD basis set.

Each line ends with the natural charge from an NBO analysis.
Cartesian coordinates (Å):
S -0.906 0.683 0.939  1.654
O -1.981 -0.580 0.837  -0.734
O -1.295 1.708 0.013  -0.929
N 0.318 -0.276 0.050  -0.674
C -2.356 -1.309 -0.291  -0.268
C 1.526 -0.032 -0.238  0.197
C 2.393 1.141 0.272  -0.702
H 2.037 -0.750 -0.772  0.166
H -1.509 -2.102 -0.531  0.190
H 1.695 1.817 0.841  0.223
H 2.698 1.448 -0.787  0.244
H 3.108 0.688 0.988  0.241
H -2.439 -0.620 -1.257  0.191
H -3.288 -1.816 -0.066  0.199

**E_HOMO**: -0.3354 Ha
**LUMO level**: 0.030 Eh
**E**: -19642.082 eV
**Frontier orbital gap**: 9.9 eV

---

The molecule C3H7NO2S at a distorted geometry. Source: the OMol25 dataset; level of theory: ωB97M-V with the def2-TZVPD basis set.

Each line ends with the natural charge from an NBO analysis.
Cartesian coordinates (Å):
S 2.619 -0.260 0.062  -0.045
O -2.055 0.526 0.858  -0.575
O -1.926 -1.382 -0.456  -0.712
N -0.066 1.750 -0.409  -0.810
C -0.118 0.322 -0.590  -0.162
C 0.834 -0.438 0.374  -0.536
C -1.479 -0.114 -0.012  0.796
H 0.648 -1.513 0.513  0.240
H -0.134 1.985 0.614  0.366
H 0.714 -0.104 1.348  0.216
H 2.985 -1.479 0.228  0.122
H -2.839 -1.547 -0.182  0.499
H 0.827 2.123 -0.607  0.360
H -0.008 0.132 -1.740  0.242

**SMILES**: N[C@@H](CS)C(=O)O
**E_HOMO**: -0.3437 Ha
**LUMO level**: 0.023 Eh
**E**: -19644.457 eV
**Frontier orbital gap**: 10.0 eV

---

The molecule C3H7NO3 at a distorted geometry. Source: the OMol25 dataset; level of theory: ωB97M-V with the def2-TZVPD basis set.

Each line ends with the natural charge from an NBO analysis.
Cartesian coordinates (Å):
O -0.838 1.751 -1.962  -0.702
O -0.595 -1.735 1.027  -0.730
O 0.485 -0.036 -2.170  -0.672
N 0.963 -0.069 1.764  -0.835
C 0.256 -0.658 0.657  0.207
C -0.252 0.700 -1.312  0.623
C -0.568 0.355 -0.058  -0.426
H 0.520 0.432 -3.015  0.498
H 0.311 0.344 2.421  0.355
H -0.066 -2.459 1.381  0.463
H -1.431 2.224 -1.368  0.495
H -1.350 0.851 0.492  0.204
H 1.530 -0.751 2.255  0.353
H 1.034 -0.947 -0.111  0.168

**SMILES**: N[C@@H](O)C=C(O)O
**E_HOMO**: -0.3131 Ha
**LUMO level**: 0.025 Eh
**E**: -10856.239 eV
**Frontier orbital gap**: 9.2 eV

---

The molecule C3H7NO3 at a distorted geometry. Source: the OMol25 dataset; level of theory: ωB97M-V with the def2-TZVPD basis set.

Each line ends with the natural charge from an NBO analysis.
Cartesian coordinates (Å):
O 0.333 1.110 1.165  -0.703
O 1.003 1.321 -1.017  -0.763
O -3.328 0.072 -0.138  -0.552
N -2.074 0.402 0.289  -0.158
C -1.163 0.171 -0.499  0.021
C 1.056 -0.872 0.109  -0.653
C 0.338 0.457 -0.003  0.490
H -0.466 1.466 1.399  0.490
H 0.277 -1.530 0.445  0.217
H 1.845 1.682 -0.701  0.480
H -3.941 0.223 0.588  0.480
H -1.281 -0.051 -1.557  0.194
H 1.487 -1.173 -0.945  0.226
H 1.859 -0.981 0.824  0.231

**SMILES**: CC(O)(O)/C=N/O
**E_HOMO**: -0.3834 Ha
**LUMO level**: 0.031 Eh
**E**: -10854.588 eV
**Frontier orbital gap**: 11.3 eV

---

The molecule C3H7NO3 at a distorted geometry. Source: the OMol25 dataset; level of theory: ωB97M-V with the def2-TZVPD basis set.

Each line ends with the natural charge from an NBO analysis.
Cartesian coordinates (Å):
O 0.758 -1.577 0.243  -0.760
O -2.131 1.560 1.279  -0.719
O 2.454 -0.575 -0.834  -0.595
N 0.263 0.113 -1.125  -0.632
C -1.000 0.675 1.019  -0.084
C -1.045 0.288 -0.470  -0.248
C 1.284 -0.604 -0.574  0.880
H -1.174 -0.236 1.597  0.165
H -0.113 1.157 1.423  0.189
H -1.629 1.050 -0.970  0.223
H 0.408 0.815 -1.828  0.408
H 0.980 -1.669 1.160  0.508
H -1.514 -0.698 -0.492  0.203
H -2.875 0.972 1.385  0.463

**SMILES**: O=C(O)NCCO
**E_HOMO**: -0.3632 Ha
**LUMO level**: 0.021 Eh
**E**: -10856.780 eV
**Frontier orbital gap**: 10.4 eV

---

A cluster of 2 separate species, C3H7NO3 in total at a distorted geometry. Source: the OMol25 dataset; level of theory: ωB97M-V with the def2-TZVPD basis set.

Each line ends with the natural charge from an NBO analysis.
Cartesian coordinates (Å):
O 0.291 2.684 -1.378  -0.958
O -1.903 -1.957 -1.530  -0.527
O 0.004 1.232 1.060  -0.606
N -0.875 -0.308 -0.332  -0.658
C 0.004 0.097 0.649  0.714
C 0.882 -0.975 1.284  -0.731
C -0.945 -1.563 -0.938  0.549
H 0.365 2.413 -0.446  0.483
H 1.504 -0.397 1.965  0.250
H 1.533 -1.511 0.602  0.233
H 0.028 -2.068 -0.866  0.117
H 0.411 3.639 -1.299  0.465
H 0.255 -1.675 1.832  0.241
H -1.554 0.388 -0.605  0.429

**SMILES**: CC(=O)NC=O.O
**E_HOMO**: -0.3927 Ha
**LUMO level**: 0.025 Eh
**E**: -10857.582 eV
**Frontier orbital gap**: 11.4 eV

---

- Which of these has the lowest E?
  number 6

---

- The highest E belongs to which entry?
  number 3

---

- The highest E belongs to which entry?
  number 3